No. 1
ORCA calculation (ωB97M-V/def2-TZVPD) on an isolated molecule of C4HNO2 at a distorted geometry.

Geometry as XYZ:
```
8
Properties=species:S:1:pos:R:3:forces:R:3
O -0.198 1.375 0.191 -4.41 1.56 -2.82
O -1.608 -0.875 -1.658 0.88 0.15 0.05
N 0.166 -1.083 -0.101 -1.00 -1.36 -1.62
C -0.683 -0.848 -0.933 -1.04 -1.27 0.18
C 0.818 0.930 0.879 3.09 -0.01 2.60
C 0.964 -0.393 0.730 -0.96 2.63 -0.51
C -1.171 1.728 -0.377 1.79 -0.13 1.10
H 1.712 -0.832 1.270 1.65 -1.56 1.03
```
Forces are in eV/Å.

Summary:
- HOMO-LUMO gap (alpha / beta) (eV) = 8.3 / 8.3
- relative energy (zero: lowest compared OMol25 entry of this formula, charge and spin) (kJ/mol) = 415.8
- net charge = 0

No. 2
ORCA calculation (ωB97M-V/def2-TZVPD) on a structure of composition C19H19N6O5PdS2.

Geometry as XYZ:
```
52
Properties=species:S:1:pos:R:3:forces:R:3
Pd -0.114 0.423 -1.462 -0.29 -0.27 0.11
S -2.027 -0.339 -3.141 0.18 0.07 0.13
S 0.340 -2.596 -0.154 -0.09 0.22 -0.02
O 1.859 -0.278 -4.142 -0.09 0.03 -0.10
O 0.012 -3.952 -0.523 0.07 -0.03 0.04
O -0.229 -1.647 -1.162 0.04 -0.03 -0.08
O 1.924 0.687 0.288 -0.05 0.11 0.12
O 1.725 -2.313 0.154 0.00 -0.09 -0.04
N -2.927 -0.086 -0.601 0.17 0.01 -0.22
N -3.971 -1.682 -1.883 0.01 0.02 -0.06
N -1.888 0.818 -0.656 0.10 -0.09 0.26
N -0.076 2.412 -1.505 0.04 0.09 -0.18
N 3.804 -0.204 -0.621 0.05 -0.12 0.00
N 1.877 0.203 -1.917 -0.02 -0.03 0.09
C -0.484 -0.979 1.907 0.10 -0.04 0.01
C 3.811 -0.803 -2.918 -0.03 0.00 -0.05
C -3.005 -0.708 -1.731 -0.10 -0.03 -0.04
C -0.598 -2.232 1.313 -0.08 -0.01 0.07
C -0.024 5.126 -0.987 0.06 0.02 -0.05
C -2.243 -2.851 2.945 -0.01 -0.04 0.00
C -2.066 2.084 -0.312 0.01 0.10 -0.04
C -1.012 4.364 -0.442 -0.02 -0.04 0.03
C -2.995 -1.247 4.740 0.01 -0.01 0.00
C 0.897 3.175 -2.026 -0.09 -0.07 0.09
C 0.958 4.526 -1.817 -0.03 0.07 0.04
C 2.497 0.245 -0.707 0.02 -0.03 -0.25
C 2.450 -0.285 -3.074 0.02 -0.03 0.13
C 4.398 -0.770 -1.718 0.05 0.04 0.07
C -2.153 -1.603 3.544 -0.01 0.00 0.00
C -1.260 -0.675 3.010 0.00 0.03 0.00
C -1.064 2.974 -0.715 -0.03 -0.01 -0.01
C -1.475 -3.170 1.831 0.03 0.08 -0.04
C 4.356 -0.407 0.708 0.02 0.02 -0.01
H 3.954 -1.319 1.151 -0.02 0.00 0.00
H -1.550 -4.136 1.350 0.00 -0.01 0.00
H -2.930 -3.587 3.350 -0.01 0.00 -0.01
H 5.388 -1.173 -1.545 -0.01 0.00 0.01
H -2.379 -1.096 5.629 0.01 0.00 0.00
H -2.978 2.385 0.187 0.00 0.01 -0.01
H 0.011 6.190 -0.787 0.00 0.00 0.00
H -3.725 -2.396 -2.550 0.03 0.00 0.04
H 1.626 2.650 -2.628 -0.01 -0.01 0.00
H -3.716 -2.034 4.964 0.00 -0.01 -0.01
H 0.219 -0.256 1.510 0.01 0.01 -0.04
H 5.441 -0.474 0.627 0.00 -0.01 0.01
H -1.771 4.795 0.198 0.00 0.01 0.00
H -1.176 0.308 3.462 0.00 0.00 0.00
H 4.301 -1.235 -3.776 -0.01 0.00 -0.01
H 1.746 5.105 -2.275 0.00 0.01 0.01
H -4.295 -2.047 -0.999 -0.02 0.01 0.00
H -3.548 -0.322 4.565 -0.01 0.01 0.00
H 4.086 0.435 1.338 0.01 0.01 -0.01
```
Forces are in eV/Å.

Summary:
- HOMO-LUMO gap (alpha / beta) (eV) = 6.0 / 6.5
- 2S+1 = 3
- relative energy (zero: lowest compared OMol25 entry of this formula, charge and spin) (kJ/mol) = 0.0
- net charge = -1
- ⟨S²⟩ = 2.03

No. 3
ORCA calculation (ωB97M-V/def2-TZVPD) on a structure of composition C12H33FN3O3Pd2 at a distorted geometry.

Geometry as XYZ:
```
54
Properties=species:S:1:pos:R:3:forces:R:3
Pd 4.500 0.947 -0.425 -0.76 -0.90 0.44
Pd 2.621 -3.680 2.622 -1.03 0.52 -0.81
F 2.528 -1.460 0.440 0.68 0.49 0.19
O 3.815 7.362 0.753 0.22 -0.72 0.86
O -3.158 -2.366 -3.229 2.89 0.22 -0.14
O 0.184 -5.312 1.111 -0.36 0.30 -1.22
N -1.064 0.198 -1.564 1.37 -2.13 -1.62
N -0.654 -3.364 2.747 0.88 0.29 1.30
N 2.610 3.850 0.950 0.58 -0.15 0.00
C 1.228 5.766 0.725 -0.86 1.02 -0.36
C -2.161 -0.624 -1.885 -2.04 1.36 2.25
C -2.911 -4.113 2.733 -2.40 -0.24 0.06
C -2.998 -3.120 -4.473 -0.84 1.11 -0.57
C -1.913 -1.625 -3.004 -1.52 -0.69 -1.44
C 2.622 5.232 0.489 -0.27 1.23 1.00
C 3.652 6.029 1.321 -0.20 -0.41 -1.32
C 4.750 8.186 1.399 0.18 0.72 0.21
C -3.301 0.397 -2.150 -0.28 -0.28 -1.01
C 0.471 -5.851 -0.174 1.20 -0.64 -0.35
C -1.221 -5.197 1.249 0.04 0.86 1.25
C -1.505 -4.526 2.657 0.32 -2.00 -2.52
H 4.443 8.330 2.435 -0.20 -0.31 0.54
H 0.579 5.231 0.031 -0.26 0.33 -0.08
H -3.066 1.093 -2.955 0.28 -0.08 -0.23
H -1.603 -1.084 -3.899 0.00 -0.39 -0.52
H 1.103 6.841 0.602 0.13 0.08 -0.65
H -1.109 -2.276 -2.662 -0.10 -0.27 0.16
H -0.250 -0.325 -1.274 0.32 -0.22 1.59
H -4.177 -0.152 -2.494 -0.20 -0.03 0.24
H -0.926 -2.982 3.641 0.54 0.30 0.71
H 3.459 6.065 2.394 -0.52 0.63 0.25
H -3.299 -3.858 3.719 0.44 0.03 0.26
H -2.668 -2.401 -5.223 0.15 0.02 -0.24
H 2.866 5.301 -0.571 0.21 0.00 0.05
H 0.792 5.639 1.716 0.52 -0.59 0.33
H -3.974 -3.464 -4.814 0.09 -0.17 0.50
H -2.248 -3.911 -4.431 -0.08 -0.02 0.56
H 4.852 9.195 1.000 -0.37 -0.40 -0.73
H 0.533 -6.936 -0.089 -0.05 -0.08 -0.19
H -0.154 -5.608 -1.033 -1.06 0.24 0.55
H -1.637 -4.548 0.477 0.07 0.40 -0.32
H -3.499 1.040 -1.293 0.02 -0.52 0.20
H 2.514 3.961 1.949 0.26 -0.55 0.63
H -0.694 0.510 -2.451 -0.32 1.57 -0.41
H -3.152 -3.255 2.106 0.17 0.08 -0.27
H 1.664 3.573 0.729 -0.12 -0.75 -0.32
H 5.708 7.668 1.437 0.26 -0.22 0.03
H 4.616 5.522 1.339 0.62 0.15 -0.47
H -1.340 -5.354 3.346 0.64 0.57 0.60
H -2.481 -1.307 -1.097 0.26 0.35 0.66
H -3.565 -4.923 2.409 -0.12 -0.10 -0.12
H -1.099 -2.671 2.161 0.28 0.18 -0.72
H 1.414 -5.482 -0.577 0.48 0.00 0.71
H -1.697 -6.163 1.081 -0.13 -0.19 0.50
```
Forces are in eV/Å.

Summary:
- HOMO-LUMO gap (alpha / beta) (eV) = 6.5 / 2.8
- 2S+1 = 5
- relative energy (zero: lowest compared OMol25 entry of this formula, charge and spin) (kJ/mol) = 843.0
- net charge = +3
- ⟨S²⟩ = 6.01

No. 4
ORCA calculation (ωB97M-V/def2-TZVPD) on an isolated molecule of C4H5NO at a distorted geometry.

Geometry as XYZ:
```
11
Properties=species:S:1:pos:R:3:forces:R:3
O 0.341 0.514 0.982 1.70 2.89 5.46
N 3.252 -0.366 0.227 6.43 -3.01 1.57
C 2.284 0.085 -0.029 -5.61 3.34 -2.31
C 0.961 0.647 -0.229 0.22 -0.29 -2.50
C -0.061 -0.440 0.187 -4.17 -0.12 -3.73
C -1.599 -0.149 0.037 -1.80 -1.62 -4.91
H -2.034 -0.729 -1.043 1.10 1.18 3.32
H -2.004 0.888 -0.205 1.52 -0.90 0.58
H 0.192 -1.526 0.164 0.38 0.96 0.74
H -2.208 -0.493 0.885 0.56 -0.27 -0.21
H 0.875 1.569 -0.975 -0.34 -2.15 2.00
```
Forces are in eV/Å.

Summary:
- HOMO-LUMO gap (eV) = 11.6
- SMILES = C[C@@H]1O[C@H]1C#N
- relative energy (zero: lowest compared OMol25 entry of this formula, charge and spin) (kJ/mol) = 364.3
- net charge = 0

Among the records above, which one has the lowest relative energy (zero: lowest compared OMol25 entry of this formula, charge and spin)? C19H19N6O5PdS2